A cluster of 2 separate species, C3H8N2O in total, computed with wB97M-V/def2-TZVPD.

Geometry as XYZ:
```
14
Properties=species:S:1:pos:R:3:nbo_charge:R:1
C -1.531 -1.268 0.338 -0.432
N -0.439 -0.359 0.108 -0.567
C -0.043 1.639 -0.266 -0.259
C 0.797 -0.788 0.082 0.711
O 1.356 -1.866 0.248 -0.679
N 1.562 0.443 -0.234 -0.736
H -1.145 -2.266 0.581 0.220
H -2.157 -0.920 1.169 0.188
H -2.170 -1.351 -0.552 0.187
H 0.613 2.331 -0.799 0.169
H -0.997 1.576 -0.779 0.204
H -0.152 1.915 0.777 0.209
H 2.042 0.337 -1.127 0.392
H 2.278 0.616 0.473 0.394
```

**LUMO energy**: 0.342 eV
**E_HOMO**: -8.552 eV
**Multiplicity**: 1
**Frontier orbital gap**: 8.9 eV

A cluster of 3 separate species, C3H8N2O in total, computed with wB97M-V/def2-TZVPD.

Geometry as XYZ:
```
14
Properties=species:S:1:pos:R:3:nbo_charge:R:1
C 0.720 0.073 -0.525 -0.156
C -0.397 -0.468 0.343 -0.103
C -0.023 1.026 0.317 0.070
H 2.094 -0.106 1.641 0.215
H 2.721 -1.218 -1.091 0.274
H 0.536 0.172 -1.606 0.232
H -0.042 -1.028 1.139 0.196
H -2.429 -0.746 0.484 0.381
H -1.677 -1.705 -0.769 0.388
H 0.608 1.493 1.170 0.197
H -1.764 1.333 -0.369 0.483
N 2.261 0.129 -0.181 -0.605
N -1.703 -0.860 -0.230 -0.870
O -0.905 1.904 -0.323 -0.702
```

**LUMO energy**: -1.060 eV
**E_HOMO**: -8.965 eV
**Multiplicity**: 1
**Frontier orbital gap**: 7.9 eV

A cluster of 2 separate species, C3H8N2O in total, computed with wB97M-V/def2-TZVPD.

Geometry as XYZ:
```
14
Properties=species:S:1:pos:R:3:nbo_charge:R:1
C 2.025 -0.445 -0.448 -0.272
C -1.488 -1.000 0.544 -0.464
N -0.394 1.199 -0.824 -0.374
C -1.022 1.322 0.350 0.177
O 0.992 0.306 0.095 -0.460
N -1.351 0.313 1.126 -0.299
H -0.037 2.103 -1.137 0.359
H -0.997 2.299 0.842 0.160
H 2.971 -0.294 0.089 0.191
H 2.190 -0.199 -1.510 0.195
H 1.767 -1.517 -0.414 0.163
H -1.351 -1.059 -0.536 0.195
H -0.800 -1.684 1.046 0.217
H -2.505 -1.344 0.776 0.212
```

**LUMO energy (alpha / beta)**: -1.183 / -0.960 eV
**E_HOMO (alpha / beta)**: -9.337 / -9.361 eV
**Multiplicity**: 1
**Frontier orbital gap (alpha / beta)**: 8.2 / 8.4 eV

A cluster of 2 separate species, C3H8N2O in total, computed with wB97M-V/def2-TZVPD.

Geometry as XYZ:
```
14
Properties=species:S:1:pos:R:3:nbo_charge:R:1
H 3.121 -0.064 -3.403 0.336
N 3.220 -0.005 -2.392 -0.710
C 2.022 0.144 -1.952 0.245
N 1.775 0.476 -0.649 -0.828
H 1.327 -0.547 -2.465 0.164
H 0.880 0.621 -0.214 0.393
H 2.562 0.534 -0.015 0.400
C -2.655 0.192 1.504 -0.723
C -1.375 -0.578 1.703 0.424
O -0.743 -0.367 2.706 -0.512
H -3.446 -0.397 1.978 0.245
H -2.938 0.113 0.441 0.210
H -2.611 1.241 1.787 0.242
H -1.138 -1.364 0.971 0.114
```

**LUMO energy**: 0.602 eV
**E_HOMO**: -9.119 eV
**Multiplicity**: 1
**Frontier orbital gap**: 9.7 eV

A cluster of 2 separate species, C3H8N2O in total, computed with wB97M-V/def2-TZVPD.

Geometry as XYZ:
```
14
Properties=species:S:1:pos:R:3:nbo_charge:R:1
O 1.130 0.399 -1.418 -0.634
C 1.159 -0.270 -0.358 0.461
N -0.061 -0.667 0.151 -0.478
C -1.188 -0.233 -0.539 -0.163
N -2.306 -0.211 0.191 -0.594
C 2.281 -0.443 0.437 -0.358
H -0.167 -1.293 0.934 0.419
H -0.794 0.730 -1.023 0.360
H -1.214 -0.726 -1.542 0.246
H -0.338 2.411 0.927 -0.002
H -3.058 -0.702 -0.285 0.335
H -0.914 1.940 1.014 -0.001
H 2.271 -0.971 1.384 0.195
H 3.200 0.035 0.127 0.216
```

**LUMO energy**: -2.969 eV
**E_HOMO**: -7.891 eV
**Multiplicity**: 1
**Frontier orbital gap**: 4.9 eV

The molecule C3H8N2O2, computed with wB97M-V/def2-TZVPD.

Geometry as XYZ:
```
15
Properties=species:S:1:pos:R:3:nbo_charge:R:1
N -1.610 1.144 2.085 -0.797
C -1.043 1.128 0.731 -0.312
C 0.298 0.713 0.182 0.638
O 1.203 1.382 0.771 -0.613
N 0.682 -0.183 -0.876 -0.614
C 0.178 -1.611 -0.877 0.092
O 0.576 -2.201 -2.069 -0.695
H -1.382 0.414 2.725 0.363
H -1.166 1.961 2.420 0.361
H -1.912 0.630 0.074 0.166
H -1.053 2.214 0.415 0.236
H 1.638 -0.191 -0.793 0.387
H -0.937 -1.569 -0.835 0.163
H 0.628 -2.208 -0.128 0.156
H -0.148 -2.803 -2.183 0.470
```

**LUMO energy**: 0.576 eV
**E_HOMO**: -9.523 eV
**Multiplicity**: 1
**Frontier orbital gap**: 10.1 eV

The records above give, respectively, relative energy (zero: lowest compared OMol25 entry of this formula, charge and spin) values of 99.0 224.3 133.5 56.5 163.9 65.7 kcal per mole.
The records above give, respectively, total energy values of -303.73429 -303.53475 -303.67935 -303.80216 -303.63090 -379.03625 Ha.